1.
Density functional theory data (ωB97M-V with the def2-TZVPD basis set) for a molecular structure, C21H30N2O2S in a non-equilibrium geometry.

Structure (ORCA input):
```
! wB97M-V def2-TZVPD RIJCOSX def2/J DEFGRID3
* xyz 0 1
C -3.4738 5.9304 -3.3582
H -3.8191 6.4629 -4.3950
O -3.8679 4.6035 -3.5975
C -3.4468 3.8245 -2.4330
C -3.6663 2.6041 -2.5630
C -3.5123 1.5435 -1.4089
C -2.9017 1.9276 -0.1172
C -2.4960 3.2769 -0.3291
C -2.7351 4.1541 -1.3184
H -2.5248 5.2711 -1.1026
H -2.1550 3.4406 0.6015
C -2.5612 0.8569 0.6675
H -2.6268 1.6600 1.7315
H -3.4712 0.1098 0.7154
C -1.1643 0.3479 0.6400
C -1.1465 -0.6940 2.0711
C 0.2922 -1.0298 2.2918
N 1.2074 -0.0529 2.4076
C 2.4467 -0.4443 2.5926
C 3.2049 -1.3198 1.7722
N 3.0231 -2.4074 1.2340
C 3.6671 -3.0389 0.3688
C 4.6023 -2.0802 -0.1418
S 4.5485 -0.6613 0.9434
H 5.4770 -2.1538 -1.1793
C 3.3840 -4.1666 -0.3659
C 2.0755 -4.1374 -0.7231
H 1.2432 -4.1921 -0.1155
H 1.8086 -5.3108 -1.1174
H 1.7744 -3.4906 -1.5144
C 3.6788 -5.3387 0.6346
H 3.6061 -6.2359 0.2557
H 4.6902 -5.2604 1.0560
H 3.1420 -5.0267 1.6551
H 4.1803 -4.3308 -1.1147
H 2.2818 -1.1863 3.5415
H 3.1750 0.5075 2.8313
C 1.0619 0.6787 1.2977
C -0.1766 1.3297 0.8810
H -0.1715 1.8541 0.0618
H -0.5116 2.0413 1.9125
H 1.8879 1.3581 1.4249
H 1.5915 0.1398 0.2885
H 0.3770 -1.6578 3.2204
H 0.6705 -1.9354 1.3080
H -1.5291 0.0561 2.8070
H -1.8463 -1.3695 1.8721
C -1.1357 -0.3231 -0.5022
O -0.9521 0.2336 -1.8896
H -0.1415 0.6770 -1.6275
H -0.2365 -1.1872 -0.5478
H -1.9796 -1.1211 -0.7981
H -3.9619 0.6019 -1.7939
H -4.3656 2.1814 -3.3382
H -2.4282 6.1537 -3.2088
H -4.0925 6.3259 -2.4841
*
```

The relative energy (zero: lowest compared OMol25 entry of this formula, charge and spin) is 19.839 eV. The orbital gap is 8.834 eV. The value obtained for the energy is -1475.73174 a.u.

2.
Density functional theory data (ωB97M-V with the def2-TZVPD basis set) for C21H30N2O3 in the gas phase.

Structure (ORCA input):
```
! wB97M-V def2-TZVPD RIJCOSX def2/J DEFGRID3
* xyz 0 1
C 4.1231 2.6539 -1.0977
C 4.1571 2.2554 0.3740
O 3.3503 1.1282 0.6579
C 3.7843 -0.1205 0.3432
C 5.0269 -0.4243 -0.2020
C 5.3788 -1.7394 -0.4556
C 4.5035 -2.7681 -0.1679
C 3.2665 -2.4704 0.3794
C 2.8909 -1.1641 0.6391
C 1.5490 -0.8476 1.2414
N 0.6555 -0.2195 0.2716
C 0.4155 -1.0314 -0.9145
C -0.5573 -2.1922 -0.6613
N -1.8329 -1.7543 -0.1233
C -2.7721 -1.2819 -1.1310
C -4.0883 -0.9329 -0.5243
C -5.0558 -1.7002 0.0505
C -6.0764 -0.8087 0.4660
C -5.6621 0.4410 0.1158
C -6.2934 1.7775 0.2795
O -4.4524 0.3710 -0.4843
C -1.6296 -0.9013 1.0331
C -0.6011 0.2430 0.8672
C -1.1576 1.4473 0.0943
C -0.2117 2.6491 0.1637
O 0.9609 2.4567 -0.5777
H 4.4991 1.8532 -1.7297
H 3.0985 2.8731 -1.3851
H 4.7349 3.5394 -1.2480
H 3.7180 3.0551 0.9766
H 5.1855 2.0879 0.7189
H 5.7357 0.3552 -0.4313
H 6.3483 -1.9535 -0.8807
H 4.7783 -3.7930 -0.3649
H 2.5782 -3.2706 0.6129
H 1.6939 -0.1251 2.0510
H 1.1270 -1.7685 1.6735
H 1.3738 -1.4165 -1.2679
H 0.0136 -0.3762 -1.6918
H -0.7311 -2.7447 -1.5866
H -0.1202 -2.8833 0.0674
H -2.4202 -0.4076 -1.6995
H -2.9115 -2.1111 -1.8339
H -5.0399 -2.7642 0.1644
H -6.9937 -1.0651 0.9557
H -6.4182 2.2603 -0.6889
H -7.2651 1.6670 0.7509
H -5.6690 2.4227 0.8970
H -2.5913 -0.4890 1.3401
H -1.2807 -1.5586 1.8390
H -0.3631 0.6027 1.8773
H -1.3110 1.2066 -0.9561
H -2.1224 1.7238 0.5222
H -0.7005 3.5306 -0.2630
H 0.0293 2.8663 1.2171
H 1.3522 1.6170 -0.2738
*
```

As for the SMILES: CCOc1ccccc1CN1CCN(Cc2ccc(C)o2)C[C@@H]1CCO. The relative energy (zero: lowest compared OMol25 entry of this formula, charge and spin) is 3.274 eV. The orbital gap is 8.515 eV. The value obtained for the energy is -1153.40100 a.u.

3.
Density functional theory data (ωB97M-V with the def2-TZVPD basis set) for C21H30N4O4S2 in the gas phase in a non-equilibrium geometry.

Structure (ORCA input):
```
! wB97M-V def2-TZVPD RIJCOSX def2/J DEFGRID3
* xyz 0 1
C -2.9335 -2.2011 -3.6008
C -3.0076 -0.6996 -3.3381
N -1.9409 -0.2700 -2.4720
C -0.6855 0.1082 -2.8587
S -0.2316 0.2110 -4.5280
C 1.5510 0.4624 -4.2942
C 2.1641 -0.7476 -3.5892
O 2.0803 -1.8662 -4.0486
N 2.8517 -0.4333 -2.4766
C 3.4196 -1.4408 -1.6095
C 2.7565 -1.3776 -0.2275
C 3.3112 -2.4136 0.7611
C 3.4293 -1.6154 2.0589
C 3.7537 -0.2261 1.5210
O 2.9765 -0.0899 0.3455
N 0.1227 0.3689 -1.8670
C -0.6078 0.1208 -0.7362
C -0.2318 0.1806 0.5998
C -1.1879 -0.1705 1.5268
S -0.7476 -0.1468 3.2655
O -1.6863 -0.9690 3.9733
O 0.6511 -0.4526 3.3757
N -0.9446 1.3976 3.8338
C -2.2915 1.8722 4.0322
C -2.8120 2.6633 2.8305
C -1.8423 3.7986 2.5086
C -0.4530 3.2249 2.2373
C 0.0136 2.4012 3.4402
C -2.4776 -0.5597 1.1785
C -2.8669 -0.6256 -0.1463
C -1.9177 -0.2879 -1.0990
H -1.9881 -2.4508 -4.0762
H -3.0113 -2.7543 -2.6676
H -3.7445 -2.5025 -4.2574
H -3.9573 -0.4388 -2.8634
H -2.9194 -0.1490 -4.2790
H 1.9572 0.5410 -5.3027
H 1.6962 1.3890 -3.7436
H 2.6896 0.4547 -2.0240
H 4.4951 -1.2573 -1.5076
H 3.2571 -2.4159 -2.0731
H 1.6732 -1.4922 -0.3582
H 4.2949 -2.7529 0.4301
H 2.6558 -3.2755 0.8530
H 2.4746 -1.5805 2.5842
H 4.1990 -1.9960 2.7256
H 3.4718 0.5765 2.2037
H 4.8231 -0.1343 1.2764
H 0.7693 0.4483 0.8942
H -2.9039 0.9930 4.2327
H -2.2970 2.5128 4.9222
H -2.8996 2.0024 1.9653
H -3.8021 3.0601 3.0604
H -2.1930 4.3596 1.6401
H -1.7941 4.4849 3.3575
H -0.4896 2.5932 1.3479
H 0.2621 4.0285 2.0550
H 0.9444 1.8747 3.2284
H 0.1751 3.0658 4.2978
H -3.1530 -0.8362 1.9721
H -3.8610 -0.9428 -0.4209
*
```

As for the SMILES: CCn1c(SCC(=O)NC[C@H]2CCCO2)nc2cc(S(=O)(=O)N3CCCCC3)ccc21. The relative energy (zero: lowest compared OMol25 entry of this formula, charge and spin) is 0.315 eV. The orbital gap is 8.917 eV. The value obtained for the energy is -2134.62256 a.u.

4.
Density functional theory data (ωB97M-V with the def2-TZVPD basis set) for C21H30N4O5 in the gas phase.

Structure (ORCA input):
```
! wB97M-V def2-TZVPD RIJCOSX def2/J DEFGRID3
* xyz 0 1
O -0.6192 -3.0289 -0.1220
C -0.3898 -2.0968 0.6238
C 0.6543 -2.1883 1.7479
N 1.8061 -1.3284 1.5172
C 2.8988 -1.9199 0.7835
C 2.5370 -2.2438 -0.6856
C 2.0697 -1.0133 -1.4763
C 3.3473 -0.5562 -2.1778
C 4.0445 -1.8922 -2.4217
O 3.7184 -2.7179 -1.3170
C 1.7305 -0.0482 1.9224
O 0.7094 0.3814 2.4561
C 2.9518 0.8385 1.7381
C 2.6728 2.2916 2.1442
C 1.9286 3.0289 1.0380
O 2.4957 3.7505 0.2470
N 0.5939 2.7624 1.0309
C -0.3816 3.2308 0.1649
C -0.1585 4.2274 -0.7879
C -1.2244 4.6215 -1.5728
C -2.4650 4.0236 -1.3918
C -2.5757 3.0414 -0.4234
N -1.5661 2.6482 0.3345
N -0.9592 -0.8862 0.5256
C -2.0803 -0.6430 -0.3452
C -3.3958 -0.6286 0.4634
C -4.6155 -0.7120 -0.4626
C -4.7965 -2.2259 -0.6416
C -3.9782 -2.8362 0.5153
O -3.5001 -1.7569 1.3001
H 0.9954 -3.2215 1.8217
H 0.1820 -1.8857 2.6868
H 3.1913 -2.8567 1.2688
H 3.7662 -1.2633 0.7878
H 1.7835 -3.0387 -0.7054
H 1.6306 -0.2504 -0.8364
H 1.3220 -1.3135 -2.2102
H 3.1555 -0.0139 -3.1000
H 3.9502 0.0733 -1.5216
H 5.1325 -1.8170 -2.4757
H 3.6739 -2.3562 -3.3463
H 3.2814 0.8214 0.6985
H 3.7564 0.4388 2.3610
H 3.6208 2.8071 2.2997
H 2.0931 2.3101 3.0674
H 0.2590 2.0675 1.6989
H 0.8192 4.6648 -0.8946
H -1.0906 5.3916 -2.3184
H -3.3181 4.3123 -1.9847
H -3.5154 2.5363 -0.2387
H -0.7987 -0.2143 1.2667
H -2.0968 -1.4500 -1.0801
H -1.9516 0.3188 -0.8465
H -3.3991 0.2482 1.1176
H -5.4835 -0.2784 0.0336
H -4.4500 -0.1917 -1.4034
H -4.4070 -2.5592 -1.6021
H -5.8446 -2.5119 -0.5817
H -4.5773 -3.4680 1.1739
H -3.1328 -3.4232 0.1363
*
```

As for the SMILES: O=C(CN(C[C@H]1CCCO1)C(=O)CCC(=O)Nc1ccccn1)NC[C@H]1CCCO1. The relative energy (zero: lowest compared OMol25 entry of this formula, charge and spin) is 1.038 eV. The orbital gap is 9.573 eV. The value obtained for the energy is -1413.51163 a.u.

- energy of number 4 (C21H30N4O5)?
  -1413.51163 a.u.

- Which of these has the highest orbital gap?
  C21H30N4O5

Please write out number 2 again, unchanged.
Density functional theory data (ωB97M-V with the def2-TZVPD basis set) for C21H30N2O3 in the gas phase.

Structure (ORCA input):
```
! wB97M-V def2-TZVPD RIJCOSX def2/J DEFGRID3
* xyz 0 1
C 4.1231 2.6539 -1.0977
C 4.1571 2.2554 0.3740
O 3.3503 1.1282 0.6579
C 3.7843 -0.1205 0.3432
C 5.0269 -0.4243 -0.2020
C 5.3788 -1.7394 -0.4556
C 4.5035 -2.7681 -0.1679
C 3.2665 -2.4704 0.3794
C 2.8909 -1.1641 0.6391
C 1.5490 -0.8476 1.2414
N 0.6555 -0.2195 0.2716
C 0.4155 -1.0314 -0.9145
C -0.5573 -2.1922 -0.6613
N -1.8329 -1.7543 -0.1233
C -2.7721 -1.2819 -1.1310
C -4.0883 -0.9329 -0.5243
C -5.0558 -1.7002 0.0505
C -6.0764 -0.8087 0.4660
C -5.6621 0.4410 0.1158
C -6.2934 1.7775 0.2795
O -4.4524 0.3710 -0.4843
C -1.6296 -0.9013 1.0331
C -0.6011 0.2430 0.8672
C -1.1576 1.4473 0.0943
C -0.2117 2.6491 0.1637
O 0.9609 2.4567 -0.5777
H 4.4991 1.8532 -1.7297
H 3.0985 2.8731 -1.3851
H 4.7349 3.5394 -1.2480
H 3.7180 3.0551 0.9766
H 5.1855 2.0879 0.7189
H 5.7357 0.3552 -0.4313
H 6.3483 -1.9535 -0.8807
H 4.7783 -3.7930 -0.3649
H 2.5782 -3.2706 0.6129
H 1.6939 -0.1251 2.0510
H 1.1270 -1.7685 1.6735
H 1.3738 -1.4165 -1.2679
H 0.0136 -0.3762 -1.6918
H -0.7311 -2.7447 -1.5866
H -0.1202 -2.8833 0.0674
H -2.4202 -0.4076 -1.6995
H -2.9115 -2.1111 -1.8339
H -5.0399 -2.7642 0.1644
H -6.9937 -1.0651 0.9557
H -6.4182 2.2603 -0.6889
H -7.2651 1.6670 0.7509
H -5.6690 2.4227 0.8970
H -2.5913 -0.4890 1.3401
H -1.2807 -1.5586 1.8390
H -0.3631 0.6027 1.8773
H -1.3110 1.2066 -0.9561
H -2.1224 1.7238 0.5222
H -0.7005 3.5306 -0.2630
H 0.0293 2.8663 1.2171
H 1.3522 1.6170 -0.2738
*
```

As for the SMILES: CCOc1ccccc1CN1CCN(Cc2ccc(C)o2)C[C@@H]1CCO. The relative energy (zero: lowest compared OMol25 entry of this formula, charge and spin) is 3.274 eV. The orbital gap is 8.515 eV. The value obtained for the energy is -1153.40100 a.u.